Molecular formula: C22H27Br2Si
Method: DFT, ωB97M-V with the def2-TZVPD basis set

Computed properties:
HOMO: -10.924 eV
Total energy: -6291.75202 Eh
Frontier orbital gap: 0.1850 hartree
Energy above the lowest of the compared OMol25 structures with the same formula, charge and spin: 1.29 kcal per mole
Lowest unoccupied orbital energy: -0.216 Ha

Structure (ORCA input):
```
! wB97M-V def2-TZVPD RIJCOSX def2/J DEFGRID3
* xyz 1 1
C 1.699 -2.195 1.667
C 2.108 -0.892 1.031
C 1.159 0.047 0.785
C 3.526 -0.743 0.537
Si 5.063 -0.869 1.682
C 6.602 -0.947 0.590
C 5.216 0.654 2.771
C 5.090 -2.428 2.735
H 2.216 -3.043 1.193
H 1.892 -2.232 2.752
H 0.609 -2.322 1.550
H 1.378 0.937 0.201
H 0.163 -0.101 1.183
H 3.722 -1.551 -0.196
H 3.588 0.241 0.040
H 7.496 -0.995 1.228
H 6.620 -1.834 -0.058
H 6.712 -0.066 -0.056
H 6.070 0.539 3.455
H 5.393 1.570 2.188
H 4.324 0.827 3.388
H 6.007 -2.408 3.342
H 4.245 -2.522 3.429
H 5.132 -3.347 2.134
Br -1.006 2.852 4.803
C -1.600 1.962 3.251
C -1.653 0.562 3.221
C -1.916 -0.097 2.023
C -2.161 0.642 0.828
C -2.291 -0.006 -0.447
C -3.195 0.470 -1.403
C -3.687 -0.312 -2.444
C -4.449 0.184 -3.541
C -5.024 -0.718 -4.483
C -5.645 -0.257 -5.630
C -5.750 1.133 -5.839
Br -6.582 1.785 -7.415
C -5.247 2.050 -4.904
C -4.612 1.586 -3.760
C -2.205 2.056 0.909
C -1.931 2.708 2.110
H -1.448 0.007 4.130
H -1.864 -1.187 1.965
H -1.740 -0.920 -0.649
H -3.587 1.487 -1.305
H -3.524 -1.394 -2.386
H -4.948 -1.791 -4.297
H -6.066 -0.935 -6.363
H -5.371 3.119 -5.081
H -4.198 2.280 -3.033
H -2.387 2.624 -0.005
H -1.939 3.790 2.173
*
```

=====

Molecular formula: C22H27BrF6HgN6O6S2
Method: DFT, ωB97M-V with the def2-TZVPD basis set

Computed properties:
HOMO (alpha / beta): -5.240 / -5.328 eV
Total energy: -5757.42277 Eh
Frontier orbital gap (alpha / beta): 0.2768 / 0.2612 hartree
Energy above the lowest of the compared OMol25 structures with the same formula, charge and spin: 83.51 kcal per mole
Lowest unoccupied orbital energy (alpha / beta): 0.084 / 0.065 Ha

Structure (ORCA input):
```
! wB97M-V def2-TZVPD RIJCOSX def2/J DEFGRID3
* xyz -1 2
Hg -1.702 1.454 0.437
O -0.166 -2.439 -1.297
C -0.001 -1.776 -2.464
C 0.628 -2.461 -3.436
C 1.307 -2.001 -4.629
C 1.597 -0.746 -4.977
C -0.370 0.314 -3.877
C -0.485 -0.328 -2.500
C -2.030 -0.134 -2.141
O -2.381 1.020 -1.584
N -2.595 -1.257 -1.362
N -2.242 -1.278 -0.076
C -3.143 -1.791 0.793
C -2.904 -1.930 2.090
Br -3.501 1.719 2.196
C -2.708 -2.091 3.368
C -2.161 -3.319 3.984
C -2.233 -3.492 5.363
C -1.772 -4.659 5.956
C -1.225 -5.666 5.176
C -1.130 -5.493 3.800
C -1.592 -4.330 3.210
H -0.626 -1.884 -0.645
H 0.814 -3.498 -3.178
H 1.720 -2.789 -5.249
H 2.238 -0.511 -5.814
H -0.801 1.315 -3.820
H -2.518 -0.256 -3.117
H -3.581 -1.419 -1.566
H -4.134 -2.076 0.428
H -2.960 -1.273 4.041
H -2.665 -2.709 5.975
H -1.838 -4.781 7.029
H -0.876 -6.582 5.634
H -0.688 -6.266 3.184
H -1.518 -4.191 2.139
N 0.521 -0.077 1.704
C 1.697 0.769 1.916
C 1.414 2.298 1.857
N 0.010 2.686 2.006
C -0.200 4.115 1.709
C -0.382 4.421 0.209
N -1.565 3.749 -0.317
H 0.807 -1.011 1.438
H -0.022 -0.168 2.560
H 2.186 0.515 2.862
H 2.391 0.542 1.107
H 2.029 2.793 2.618
H 1.726 2.667 0.886
H -0.317 2.485 2.946
H -1.102 4.428 2.240
H 0.654 4.701 2.070
H -0.443 5.506 0.079
H 0.488 4.068 -0.341
H -2.402 4.271 -0.070
H -1.534 3.675 -1.328
F 1.370 1.598 -4.813
C 1.095 0.402 -4.204
F -1.074 -0.386 -4.848
F 3.381 0.642 -3.534
S 2.007 0.565 -2.512
O 0.362 0.499 -1.727
O 2.523 -0.548 -1.755
N 2.179 2.052 -1.991
S 3.280 3.085 -2.477
O 2.999 4.331 -1.812
O 3.600 3.155 -3.866
C 4.840 2.528 -1.600
F 4.819 2.977 -0.336
F 5.913 3.054 -2.197
F 4.992 1.213 -1.549
*
```

=====

Molecular formula: C22H27ClN3O6SSeSiSn
Method: DFT, ωB97M-V with the def2-TZVPD basis set

Computed properties:
HOMO: -10.276 eV
Total energy: -5233.78486 Eh
Frontier orbital gap: 0.2730 hartree
Energy above the lowest of the compared OMol25 structures with the same formula, charge and spin: 6.48 kcal per mole
Lowest unoccupied orbital energy: -0.105 Ha

Structure (ORCA input):
```
! wB97M-V def2-TZVPD RIJCOSX def2/J DEFGRID3
* xyz 1 1
Sn 0.827 -0.378 0.571
Cl -5.632 -3.728 0.132
C -4.137 -2.990 0.606
C -4.122 -2.055 1.647
C -2.942 -1.467 2.032
C -1.729 -1.754 1.381
O -0.622 -1.183 1.806
C -1.759 -2.700 0.333
C -0.565 -3.150 -0.331
N 0.546 -2.505 -0.421
C 1.654 -3.150 -1.030
C 1.552 -3.957 -2.131
C 2.684 -4.609 -2.662
C 3.910 -4.451 -2.089
C 4.057 -3.610 -0.961
C 5.296 -3.403 -0.311
C 5.359 -2.589 0.782
C 4.176 -1.967 1.227
N 3.013 -2.132 0.650
C 2.931 -2.944 -0.435
C -2.969 -3.327 -0.021
H -5.046 -1.808 2.152
H -2.917 -0.758 2.849
H -0.620 -4.154 -0.760
H 0.596 -4.084 -2.624
H 2.565 -5.247 -3.528
H 4.780 -4.963 -2.481
H 6.181 -3.896 -0.693
H 6.289 -2.416 1.304
H 4.198 -1.310 2.090
H -2.976 -4.071 -0.808
C -1.595 -0.736 -2.985
S -0.754 0.495 -2.046
O -1.122 0.287 -0.628
O -1.128 1.793 -2.562
O 0.697 0.232 -2.203
H -2.658 -0.507 -2.962
H -1.402 -1.702 -2.528
H -1.212 -0.698 -4.001
N 1.628 3.119 -2.454
C 0.509 4.030 -2.085
C -0.031 3.752 -0.692
O -1.080 4.212 -0.340
O 0.805 3.030 0.031
H 2.475 3.341 -1.930
H 1.829 3.172 -3.452
H 1.389 2.105 -2.237
H -0.302 3.889 -2.792
H 0.855 5.062 -2.120
C -1.237 5.728 2.445
Si -1.477 3.891 2.569
C -3.010 3.143 1.850
C -1.207 3.353 4.347
Se 0.464 2.715 1.861
H -1.881 6.223 3.176
H -1.479 6.114 1.458
H -0.204 5.984 2.683
H -3.891 3.628 2.278
H -3.054 2.079 2.089
H -3.047 3.258 0.770
H -1.613 4.110 5.021
H -0.147 3.249 4.593
H -1.696 2.404 4.570
*
```